(1)
Below is a 9-piece molecular cluster, C17H52O9 overall at a distorted geometry, with properties calculated with ωB97M-V/def2-TZVPD.

As for the multiplicity: 1. Its energy above the lowest of the compared OMol25 structures with the same formula, charge and spin is 170.8 kJ/mol. The value obtained for the highest occupied orbital energy is -8.360 eV. The LUMO energy is -0.002 Eh.

Element x y z (Å)
O 1.5402 -2.2642 1.9768
O 0.3589 2.2779 2.8663
O -1.6747 2.1875 0.9742
O -2.4476 -1.1935 1.7216
O 0.0276 -1.2021 -1.8605
O -1.6711 1.0619 -1.5176
O 2.8479 -0.8033 -2.2914
O 3.6305 1.9349 -2.6559
O -0.1033 -0.6004 0.7514
C 2.9411 -2.4502 1.7594
C 0.0032 2.0105 4.2209
C 3.1821 2.4931 -1.4216
C -1.6626 -2.7954 -2.5959
C -2.5703 1.1117 -2.6217
C -2.5780 3.9274 2.3975
C -4.7605 -0.6176 1.4035
C 1.6721 2.4357 -1.3114
C -3.6321 -1.5589 1.0231
C 3.6324 -1.9658 -2.2871
C 0.3229 -3.4685 -1.1245
C 0.1151 0.5061 4.4645
C -2.6204 2.5227 -3.1612
C 5.0814 -1.4833 -2.3913
C -2.6994 3.1773 1.0956
C -0.2111 -2.5571 -2.2051
C 3.6379 -1.1712 1.4023
H 1.2875 1.4171 -1.3162
H -2.6729 3.7826 0.1820
H -1.0274 2.3569 4.3300
H 3.2957 1.0242 -2.6299
H -1.8402 -3.7653 -3.0595
H 3.5082 -0.4085 2.1691
H 5.2553 -1.0193 -3.3620
H 3.6606 2.0334 -0.5484
H -5.0508 -0.7597 2.4456
H 3.4600 -2.7197 -3.0633
H -3.5719 0.7517 -2.3614
H -1.8939 1.8191 0.0893
H 0.5675 -1.2954 1.0102
H 0.2875 -4.4930 -1.5090
H 3.3424 -2.9174 2.6674
H 1.9201 -1.0430 -2.0838
H 3.1087 -3.2548 1.0330
H -5.6312 -0.8776 0.7983
H 3.2960 -0.7381 0.4581
H -2.5241 -1.3795 2.6629
H -0.3748 -3.3392 -0.2916
H -3.3836 -1.4808 -0.0359
H -2.9588 3.1793 -2.3582
H -4.4334 0.4041 1.2203
H -0.1064 0.1870 5.4864
H -0.1103 -0.6396 -0.2546
H 5.8081 -2.2883 -2.2557
H -2.3157 -2.6354 -1.7273
H -3.3518 2.5846 -3.9717
H 1.1804 3.0668 -2.0513
H -1.1637 0.2337 -1.6639
H 1.4313 2.9167 -0.3560
H 4.6982 -1.3643 1.2363
H 1.3611 -3.2580 -0.8756
H 0.7112 2.5411 4.8545
H -1.0149 -0.7705 1.1327
H -1.5961 4.3875 2.5116
H -3.2841 4.7558 2.4968
H 0.3209 -2.7304 -3.1537
H -1.6817 2.8483 -3.6053
H -3.9218 -2.5974 1.2073
H 5.3178 -0.7534 -1.6162
H 3.5377 3.5258 -1.3959
H -2.0063 -1.9895 -3.2473
H -2.1986 0.4314 -3.3938
H -0.4944 -0.1191 3.8108
H -3.6996 2.7253 1.0294
H 1.1696 -3.0949 2.2888
H -0.4310 2.2197 2.2996
H -2.8320 3.2976 3.2517
H 1.1482 0.2374 4.2406
H 3.5354 -2.5102 -1.3368

Atom charges from the Mulliken analysis, given in e for atoms 1 to 5: atom 1 (O): -0.436, atom 2 (O): -0.464, atom 3 (O): -0.055, atom 4 (O): -0.517, atom 5 (O): -0.939


(2)
Below is a 10-piece molecular cluster, C17H53N8O15 overall at a distorted geometry, with properties calculated with ωB97M-V/def2-TZVPD.

As for the multiplicity: 1. As for the net charge: -1. The value obtained for the highest occupied orbital energy is -2.645 eV. The LUMO energy is 0.070 Eh.

Element x y z (Å)
O 0.7689 1.4915 1.4400
O 7.2856 4.5487 -3.8403
O -2.0011 -0.9705 -8.6340
O -2.7564 -2.4580 -6.1263
O 2.0637 -1.2224 5.6397
O -3.9239 -5.7700 0.7161
O 6.0487 -0.4027 -3.9137
O -1.1832 8.3316 3.6035
O 1.0756 1.1863 7.1280
O 5.7793 -3.2961 0.9557
O -7.9755 5.0500 -1.0865
O 4.2479 5.0846 -3.5072
O -6.7091 -2.9356 4.7154
O 4.7155 -5.0758 2.9624
O -6.9471 -4.0917 8.0777
N 5.6438 -1.7875 -5.5243
N -0.3524 6.3447 3.8718
N -2.1657 -5.5250 -0.5788
N -5.9314 5.6082 -0.5357
N 7.7028 -1.1126 -5.2398
N -0.8759 6.9808 1.9042
N -7.3556 7.0777 -1.5374
N -4.0277 -4.7748 -1.2187
C -1.6361 -2.8100 -6.9846
C -1.1800 0.0151 1.3056
C -7.0784 5.8766 -1.0020
C -0.1523 0.9530 0.5489
C -6.2801 -3.5526 5.9196
C 1.3035 -1.1057 6.8511
C 6.4888 5.6672 -4.2800
C 5.7476 -4.7001 0.8243
C 0.4721 0.0947 -0.6174
C 5.0947 5.1839 -4.6544
C -1.9851 -2.3706 -8.4320
C -3.4143 -5.4467 -0.2887
C 6.5049 -1.0936 -4.8009
C -0.8517 7.2713 3.1388
C 4.5327 -5.2245 1.6196
C -7.3951 -3.3836 6.9362
C 1.7798 0.0350 7.6322
H -8.2716 7.4346 -1.7693
H -1.2085 7.7728 1.3729
H 0.2645 -1.0579 6.5252
H -1.4568 0.4897 2.2470
H 1.0491 -0.7189 -0.1778
H 3.6709 -4.6585 1.2659
H 3.3619 5.3296 -3.7839
H 5.0213 4.2062 -5.1307
H 1.0454 0.7646 -1.2583
H 7.9866 4.4038 -4.4801
H -8.2793 -3.8480 6.4994
H 2.8509 0.2310 7.6822
H -5.3996 -2.9829 6.2168
H -0.3923 -0.2597 -1.1789
H -5.8494 4.7349 -0.0350
H -7.7246 -4.6089 8.3005
H 5.6800 -4.9012 -0.2449
H -1.3574 -2.8434 -9.1873
H 7.0629 6.0695 -5.1147
H 6.2497 -3.0519 1.7562
H -2.6890 -1.5591 -5.7960
H -0.6994 -2.3208 -6.7178
H 1.5355 -0.8689 4.9202
H -1.4584 -3.8823 -6.9028
H 4.3813 -6.2737 1.3662
H -5.0339 -4.7408 -1.2988
H 4.7457 -4.1432 3.1882
H 4.7052 -1.5690 -5.2221
H 8.0516 -1.5791 -6.0650
H 5.8223 -2.5987 -6.0989
H -6.5613 7.7002 -1.5797
H -0.3513 6.1753 1.5943
H -6.5580 -3.5237 3.9718
H 4.6821 5.9044 -5.3606
H 1.0192 1.0705 6.1767
H -0.1508 5.4489 3.4509
H -5.9428 -4.5860 5.8391
H -2.6440 -0.7347 -9.3068
H -0.6570 1.7500 0.0029
H -1.6336 -5.9370 0.1744
H -5.3004 6.3738 -0.3464
H 6.4871 6.4841 -3.5583
H -3.5745 -4.4659 -2.0668
H 6.6825 -5.1045 1.2121
H -0.7321 -0.9341 1.5996
H 1.4935 -0.1243 8.6717
H -0.3311 6.4652 4.8744
H -1.7864 -4.8383 -1.2150
H 1.3622 -2.0446 7.4017
H -2.9600 -2.7163 -8.7757
H 8.2587 -0.5126 -4.6474
H -7.4117 -2.3280 7.2072
H -2.1323 -0.1824 0.8135

Atom charges from the Mulliken analysis, given in e for atoms 1 to 5: atom 1 (O): -0.929, atom 2 (O): -0.506, atom 3 (O): -0.519, atom 4 (O): -0.527, atom 5 (O): -0.502


(3)
Below is a 11-piece molecular cluster, C17H56N10O11 overall at a distorted geometry, with properties calculated with ωB97M-V/def2-TZVPD.

As for the multiplicity: 1. The structure (SMILES) is NC(N)=O.NC(N)=O.NC(N)=O.NC(N)=O.NC(N)=O.CCO.CCO.CCO.CCO.CCO.CCO. Its energy above the lowest of the compared OMol25 structures with the same formula, charge and spin is 607.1 kJ/mol. The value obtained for the highest occupied orbital energy is -9.555 eV. The LUMO energy is -0.008 Eh.

Element x y z (Å)
O -8.0093 0.9038 -0.7660
O -0.3170 -1.1027 0.9101
O -3.5548 4.4716 2.5081
O 2.2394 4.0280 -2.4925
O -5.9375 -1.1461 6.1306
O 5.2650 -0.9623 -3.0080
O 4.2040 0.8569 4.4255
O 0.7935 1.1357 -7.8537
O 4.7485 -5.8643 2.1027
O -0.8187 -6.4656 -5.4174
O -0.6439 1.8040 5.5155
N 2.4333 5.6572 -1.0024
N 5.1251 -4.6663 0.2456
N 2.2657 3.5083 -0.3899
N -6.3808 1.2991 -2.1814
N -4.8746 -2.0782 4.4413
N 3.1570 -4.9225 0.9293
N 7.3726 -0.9637 -3.5925
N -6.8101 -1.2832 4.0893
N 6.4389 0.9382 -3.1222
N -6.8167 2.8086 -0.7530
C -3.7963 6.7993 2.1875
C 0.2399 -7.7450 -3.6116
C -0.9284 -1.6535 -1.3910
C 4.3678 -5.2764 1.1240
C 6.3032 -0.3765 -3.1767
C 4.7724 -0.3297 3.8994
C 2.3334 4.3855 -1.3694
C -0.9899 -0.4101 -7.4216
C -1.0321 1.5685 6.8872
C -0.5521 1.0161 -7.3963
C 5.7075 0.1281 2.6875
C -0.3640 2.5474 7.7807
C 0.3966 -6.9052 -4.9249
C -1.2475 -0.8665 -0.1211
C -2.8159 5.6238 1.9896
C -7.1345 1.6200 -1.1936
C -5.8896 -1.4940 4.9554
H 3.9856 -0.9744 3.5077
H 7.3256 1.4101 -3.2284
H -1.0512 -0.7631 -8.4510
H 6.1001 -4.7037 0.5064
H 2.2116 3.7479 0.5898
H -1.9703 -0.4255 -6.9456
H -0.6037 -8.4244 -3.7335
H 5.0558 0.4751 1.8856
H -5.8894 2.0509 -2.6433
H -1.8530 5.8755 2.4339
H 1.1339 -8.2946 -3.3170
H -1.7159 -1.5556 -2.1381
H -0.5625 3.5863 7.5173
H 1.0305 -7.5720 -5.5095
H -3.6674 7.1467 3.2126
H -4.2489 4.3265 1.8610
H 0.0448 -7.0739 -2.7751
H 0.0414 -1.3666 -1.7975
H -0.8514 0.5541 7.2426
H 6.4006 0.9123 2.9920
H 2.4587 -5.1499 1.6227
H 0.7192 2.4269 7.7988
H -6.1538 3.3468 -1.2924
H -2.4372 5.3877 0.9951
H 0.9265 -5.9619 -4.7929
H -6.7050 -1.7063 3.1783
H -4.8903 -2.4010 3.4844
H 2.3911 5.8046 -0.0041
H 1.2093 1.3984 -7.0293
H -4.8601 6.6687 1.9893
H -7.4129 3.2817 -0.0890
H -4.2954 -2.4818 5.1636
H -0.5787 1.2980 -6.3437
H -2.1382 -1.2658 0.3640
H 3.2752 0.6267 4.5022
H 4.8426 -4.0242 -0.4811
H 5.6918 1.4293 -2.6525
H -1.2275 1.6852 -7.9294
H -1.2299 2.4533 5.1198
H -7.6059 -0.7334 4.3799
H 5.2460 -0.9159 4.6870
H -0.5115 -1.1506 -6.7806
H -0.6028 2.4739 8.8417
H -0.9551 -2.7340 -1.2495
H 6.2014 -0.7960 2.3874
H -1.3192 0.1938 -0.3633
H -6.4237 0.3634 -2.5592
H -0.6049 -0.5777 1.6605
H 2.3300 2.5409 -0.6730
H -0.7183 -6.2166 -6.3391
H 2.9846 -4.0098 0.5324
H 2.4214 6.4074 -1.6786
H -2.1089 1.5640 7.0562
H -3.4556 7.6041 1.5361
H 7.2615 -1.9313 -3.8599
H 8.1098 -0.4189 -4.0165

Atom charges from the Mulliken analysis, given in e for atoms 1 to 5: atom 1 (O): -0.648, atom 2 (O): -0.525, atom 3 (O): -0.478, atom 4 (O): -0.632, atom 5 (O): -0.693


> What is the formula in the first record?

C17H52O9